Record 1
# C30H31FIrNOS2Te

A structure of composition C30H31FIrNOS2Te at a distorted geometry (ωB97M-V with the def2-TZVPD basis set, the OMol25 dataset).

As for the total charge: -1. The electronic energy comes out at -69668.823 eV. The HOMO energy (spin up / spin down) is -4.189 / -4.192 eV. The LUMO energy (spin up / spin down) comes out at 0.08489 / 0.05312 Eh. Its frontier orbital gap (spin up / spin down) is 6.50 / 5.64 eV. As for the spin multiplicity: 2.

CARTESIAN COORDINATES (ANGSTROEM)
C 0.1631 -0.5464 -1.7542
H 4.0087 1.3446 0.1523
H 3.1228 5.9065 -0.7788
C -4.0550 5.4127 -2.0282
H 3.9266 -0.9849 0.3990
C 2.3637 2.6674 -0.1524
H -1.2609 3.6624 -4.0009
C -3.2455 6.1532 -2.8749
H 1.3049 -4.4369 -0.6207
H 4.8953 -3.2635 2.3055
H 4.0621 3.8908 0.2717
C -2.8063 3.4122 -2.5367
H 1.2494 -0.9884 1.9215
C 0.5981 3.7311 -1.3432
H -4.4573 3.4913 -1.1870
C 1.8874 -0.1077 1.9571
C -4.0366 -3.8956 1.8707
C -3.8323 4.0595 -1.8602
C 1.3022 4.9212 -1.3609
C 2.9594 -0.7684 -0.0803
H -4.7204 -1.8737 2.0186
S -0.2845 -1.8737 -0.7094
H -3.2232 -5.8288 1.4441
C 3.0844 3.8550 -0.1956
C -4.1310 -2.5779 1.4491
C -3.2962 -4.7972 1.1249
C 2.5584 4.9854 -0.7854
H -3.5274 -1.1290 -0.0025
H 3.8133 -2.7495 4.4690
C -2.0396 4.1522 -3.4320
H 3.1281 -0.4790 -1.1170
C -2.6426 -4.3865 -0.0203
H -1.5596 -3.3160 -2.2523
H -2.0832 -5.1080 -0.6020
S 1.1903 -0.8437 -3.0329
C 3.0203 1.5303 0.5940
C -3.4689 -2.1609 0.3124
H 2.7765 -0.3418 2.5626
C 3.0647 -3.7477 1.3284
F -0.7695 1.8684 1.2792
O -0.8514 -1.1081 0.4462
C 3.2160 -3.0643 3.6251
Te -2.3754 1.3650 -2.1235
H -1.6170 6.0721 -4.2676
C 1.8367 -3.2131 3.7574
H -0.3810 3.7168 -1.7948
Ir -0.0824 0.9423 -0.2940
H 3.5380 -3.9776 0.3842
C 1.6507 -3.8796 1.4250
H -3.3896 7.2212 -2.9744
H 0.8553 5.7978 -1.8094
C 3.8199 -3.3525 2.4040
H 0.0005 -3.7424 2.8048
H 3.1880 1.8578 1.6274
H -2.3414 -1.7078 -2.0704
H 1.3293 0.6985 2.4279
C -2.2462 5.5100 -3.5886
C -1.8977 -2.5552 -1.5555
H -4.5444 -4.2196 2.7675
H 1.3684 -3.0074 4.7109
C 1.0953 2.5738 -0.7414
H -4.8577 5.8988 -1.4890
C 1.0684 -3.6159 2.6956
H 2.3604 -1.6763 -0.0611
C -2.7068 -3.0547 -0.4403
H -0.1900 -4.3713 0.4535
C 0.8685 -4.2379 0.3429
N 2.2460 0.2905 0.6054

Cartesian forces, eV/Å:
2.7 1.8 0.0
-0.1 0.0 0.1
0.0 0.1 0.0
-0.1 0.3 0.0
-0.1 0.1 0.1
0.1 -0.1 -0.1
0.1 0.0 0.0
0.0 0.0 0.0
0.1 0.0 -0.2
0.0 0.0 0.0
0.1 0.0 0.0
0.2 -0.2 0.3
0.0 0.0 0.0
-0.1 0.0 -0.1
0.0 0.0 0.1
0.0 -0.1 0.4
0.0 0.1 0.0
-0.1 -0.2 0.1
-0.1 -0.1 -0.1
-0.1 -0.1 -0.3
0.0 0.1 0.0
-1.5 -0.7 -1.3
0.0 0.0 0.0
-0.1 0.0 0.0
-0.1 -0.1 0.2
0.0 -0.2 0.1
0.2 0.2 0.0
0.0 0.1 0.0
0.0 0.0 0.0
0.1 -0.3 -0.1
0.0 0.0 0.0
0.0 0.2 -0.3
0.0 0.0 -0.1
0.1 0.0 -0.1
-1.3 -0.1 0.4
0.0 0.5 -0.1
0.1 0.1 -0.3
0.0 0.0 0.0
-0.3 -0.2 -0.1
0.2 0.9 1.3
-0.4 0.3 1.1
0.0 -0.1 0.0
0.9 -0.2 0.9
0.0 0.0 0.0
0.1 0.1 0.3
0.0 -0.1 0.1
0.5 -1.3 -3.6
0.1 0.0 -0.1
0.5 0.1 0.8
0.0 0.0 0.0
0.0 0.1 -0.1
0.2 0.0 0.1
-0.1 0.1 0.0
0.0 -0.1 -0.1
0.0 0.1 -0.1
-0.1 0.0 0.0
0.0 0.3 -0.1
1.3 0.4 0.0
0.0 0.0 0.1
0.0 0.0 0.0
-1.1 -0.8 0.3
0.0 0.0 0.1
-0.1 -0.1 -0.3
0.1 0.0 -0.1
-0.5 -0.4 0.6
-0.2 -0.1 0.1
0.0 -0.6 -0.2
-1.3 0.4 0.0

Record 2
# C30H32AsFN2PdSSi

A structure of composition C30H32AsFN2PdSSi (ωB97M-V with the def2-TZVPD basis set, the OMol25 dataset).

The value obtained for the energy above the lowest of the compared OMol25 structures with the same formula, charge and spin is 0.201 eV. As for the total charge: -2. The electronic energy comes out at -120359.488 eV. The HOMO energy is -0.291 eV. The LUMO energy comes out at 0.16414 Eh. Its frontier orbital gap is 4.76 eV.

CARTESIAN COORDINATES (ANGSTROEM)
C -4.6732 1.8557 0.3174
H -8.5370 1.5670 -0.2355
H -3.4416 3.1442 5.1816
H 4.5481 1.8963 1.8674
H 3.9271 3.3043 0.9775
C -0.9457 -0.8358 -1.1241
C -0.5497 5.3283 -0.0861
C 3.9794 -3.5673 -0.1582
C 2.6917 -1.4861 0.2637
H -0.9713 -3.4497 -0.1763
H 4.8839 -4.0269 -0.5483
C -7.4657 1.6391 -0.0866
As -2.6480 1.7709 0.3351
C 2.6678 2.0953 -1.6858
C 2.9847 -4.3753 0.3779
H -2.0767 -1.3634 0.5769
H -3.5182 6.6206 -1.1006
C -1.8728 -3.1084 -0.6854
H -2.7323 -3.6472 -0.2790
H -7.0583 2.2923 -2.0906
N -0.2318 -0.6101 -2.0398
C -2.7994 5.8986 -0.7292
C -2.4999 1.6225 2.2937
H -4.6235 2.4283 -1.7472
C -6.8988 1.3024 1.1343
C -3.2048 4.6097 -0.4061
H 5.8174 0.3346 -0.0634
H -1.1017 -0.4018 4.6319
H -2.9838 -1.2507 -0.9212
C -1.4592 6.2454 -0.5813
H -7.5324 0.9601 1.9458
C -5.2654 2.1372 -0.9209
C -2.2972 3.6668 0.0634
H 3.1704 1.8415 -2.6253
Si 3.4329 1.1531 -0.2348
C -1.6781 0.4184 4.2206
H 5.2646 0.2481 -1.7456
H 2.8173 2.2845 1.8931
H -2.1949 1.2343 6.1440
C -2.2838 1.3400 5.0685
H -1.2475 -0.1121 2.1832
Pd -0.0307 0.6875 -0.0882
C 5.2324 0.8508 -0.8323
C -3.0941 2.5438 3.1492
H 4.6311 -1.5962 -0.6538
C 1.8370 -3.7461 0.8688
N 2.4927 -0.1704 0.2452
H -5.1100 1.1202 2.2870
C -2.9852 2.4080 4.5288
H -1.1270 7.2416 -0.8569
H -1.7727 -3.3485 -1.7444
H -4.2514 4.3505 -0.5110
H 0.4900 5.6003 0.0507
H -3.6265 3.3898 2.7277
C -2.0469 -1.6019 -0.4832
C 3.8465 -2.1901 -0.2134
C 1.7179 -2.3817 0.8158
H 1.0279 -4.3282 1.2975
C -0.9429 4.0242 0.2665
C -1.7803 0.5648 2.8466
H 2.7266 3.1787 -1.5401
C 3.7109 2.2702 1.2680
S 0.1687 2.9183 1.0098
F 0.5791 -1.8439 1.3505
H 5.7278 1.8055 -1.0435
C -6.6348 2.0507 -1.1216
H 3.0912 -5.4525 0.4193
C -5.5250 1.4013 1.3280
H 1.6135 1.8328 -1.7851

Cartesian forces, eV/Å:
-0.1 -0.1 -0.2
0.0 0.0 0.0
0.0 0.0 0.0
0.0 0.0 0.0
0.0 0.0 0.0
0.0 0.0 0.1
-0.1 0.0 0.0
0.0 0.0 0.0
0.0 0.2 0.1
0.0 0.0 0.0
0.0 0.0 0.0
0.0 0.0 0.0
-0.2 -0.2 0.2
0.0 0.0 0.1
0.0 -0.1 0.0
0.0 0.0 0.0
0.0 0.0 0.0
0.0 0.1 0.0
0.0 0.0 0.0
0.0 0.0 0.0
-0.1 -0.1 0.0
0.0 0.0 0.0
0.0 0.1 0.1
0.0 0.0 0.0
0.0 0.0 0.0
-0.1 0.0 0.1
0.0 0.0 0.0
0.0 0.0 0.0
0.0 0.0 0.0
0.0 0.0 0.0
0.0 0.0 0.0
0.1 0.0 0.0
0.2 0.1 0.0
0.0 0.0 0.0
0.1 0.0 0.1
0.0 0.0 0.1
0.0 0.0 0.0
0.0 0.0 0.0
0.0 0.0 0.0
0.0 -0.1 0.0
0.0 0.0 0.1
0.1 0.7 -0.1
0.0 -0.2 0.1
0.0 0.0 0.0
0.1 0.0 0.0
0.1 0.0 0.0
0.2 -0.3 -0.1
0.0 0.0 0.1
0.0 0.0 -0.1
0.0 0.0 0.0
0.0 0.0 0.0
0.0 0.0 0.0
0.0 0.0 0.0
0.0 0.0 0.0
0.1 -0.2 -0.2
-0.2 0.0 0.0
0.0 0.0 0.0
0.0 0.1 0.0
-0.1 0.0 0.1
0.0 0.0 -0.2
0.0 0.0 0.0
-0.1 0.1 -0.1
0.2 -0.2 -0.1
0.0 0.0 0.0
-0.1 0.0 0.0
0.0 0.0 0.0
0.0 0.0 0.0
0.1 0.1 0.0
0.0 0.0 0.0

Record 3
# C30H32ClDyN3SSi2

A structure of composition C30H32ClDyN3SSi2 at a distorted geometry (ωB97M-V with the def2-TZVPD basis set, the OMol25 dataset).

The value obtained for the energy above the lowest of the compared OMol25 structures with the same formula, charge and spin is 0.000 eV. As for the total charge: +1. The electronic energy comes out at -99289.772 eV. The HOMO energy (spin up / spin down) is -10.249 / -10.244 eV. The LUMO energy (spin up / spin down) comes out at -0.13457 / -0.13451 Eh. Its frontier orbital gap (spin up / spin down) is 6.59 / 6.58 eV. As for the spin multiplicity: 6.

CARTESIAN COORDINATES (ANGSTROEM)
H 2.8196 4.2017 2.1557
C -2.5833 2.2386 -0.5063
H -4.2076 -0.4136 0.3855
C -2.4316 2.3502 -1.8890
H -2.8611 -2.9218 -2.8346
N 1.5805 3.5059 4.6931
H 1.6164 -5.7559 -2.7082
C -0.0474 4.1346 0.4214
C -0.7338 0.6154 -1.8613
C 0.9668 -4.9641 -2.3267
C 2.1330 -1.7697 0.2842
H 0.7000 -0.0595 1.3394
C 0.7464 3.1470 -0.2387
C 4.2167 -2.5694 -1.4100
H -1.0501 -4.2746 0.3252
C -1.4709 1.5712 -2.5622
C 0.7120 4.6336 1.5222
Si -1.5577 -1.5109 -0.2436
C 3.5910 -1.3337 -1.6030
H 2.4400 -3.6765 1.2865
C 1.9732 3.0005 0.4698
C -5.3572 -0.3157 -1.4225
H 0.4984 2.6713 -1.1864
C -3.2589 -1.5650 -1.1811
C 3.8110 -3.3927 -0.3493
C -5.5065 -0.7701 -2.7399
C -4.6159 -1.7365 -3.2198
H -0.2129 -1.8889 -3.1620
C 2.7651 -3.0097 0.4786
H 5.0367 -2.8903 -2.0479
H 3.8023 3.6722 5.6890
H -3.1004 3.0075 -2.4577
C 0.3031 -5.1301 -1.1078
C -1.1701 0.2695 -0.5720
C -1.8771 1.2538 0.1950
H 1.3275 -3.6434 -3.9918
H 0.4545 -6.0419 -0.5239
Cl -1.4847 0.7299 3.6298
C -0.0614 -2.7678 -2.5426
H -6.1003 0.3700 -1.0038
C -4.2762 -0.7521 -0.6474
C 1.9596 3.9470 1.5363
H 0.4547 5.5042 2.1300
C -0.6663 -2.8700 -1.2771
S 2.3860 1.2624 3.3825
C -0.5268 -4.1153 -0.6249
Dy 0.0619 2.0697 2.0139
H 4.3242 -4.3297 -0.1243
H 2.0472 0.0376 -0.9667
H -4.7936 -2.1865 -4.2026
N 0.2752 3.1387 4.2314
H 1.5981 3.9220 5.6392
H -2.0266 1.1335 1.2781
Si 0.8246 -1.5676 1.5828
H 0.0932 0.0570 -2.3170
H -1.3582 1.6617 -3.6518
H -1.0237 4.5071 0.0979
H -0.3416 3.9421 4.3963
C 2.5379 -0.9247 -0.7741
C 0.7875 -3.7771 -3.0410
H 3.9488 -0.6697 -2.3929
H -3.2873 2.8795 0.0366
H -6.3225 -0.3969 -3.3685
N 3.7217 2.8701 5.0740
H -0.0917 2.3377 4.7805
H 1.4870 -1.7443 2.9262
C 2.5711 2.5877 4.4351
H 4.5523 2.3293 4.8894
H 2.7965 2.3224 0.2155
C -3.5184 -2.1472 -2.4407

Cartesian forces, eV/Å:
-0.4 -0.3 0.0
0.4 0.4 0.1
0.0 0.1 -0.2
-0.3 -0.3 -0.3
0.0 0.3 0.1
-0.5 -0.5 0.4
-0.2 0.3 0.1
0.3 0.0 0.1
-0.8 -0.2 -0.2
0.0 0.3 0.2
0.0 -0.7 0.0
-0.1 0.3 0.5
0.2 0.2 0.0
-0.2 -0.1 0.6
0.3 0.0 -0.2
0.0 0.4 0.0
0.4 -0.2 -0.5
1.5 -2.1 -1.1
-0.1 0.1 0.1
0.2 0.2 -0.3
-0.3 0.6 -0.2
-0.1 -0.2 -0.1
0.0 0.0 0.5
-1.0 0.3 1.2
0.3 -0.1 -0.1
0.3 -0.1 0.3
0.1 0.0 0.3
0.1 0.0 0.1
0.4 0.3 -0.6
-0.2 0.2 0.1
0.0 -0.2 -0.2
0.4 -0.2 0.3
-0.2 0.1 -0.2
0.6 1.4 0.9
-0.4 -0.7 -1.3
-0.5 0.0 0.5
-0.2 0.3 -0.2
0.0 0.1 -0.2
0.5 -0.2 0.1
0.3 -0.3 -0.1
-0.2 0.4 -0.5
-0.2 0.1 -0.4
0.0 -0.5 -0.1
0.5 -0.4 0.1
0.2 0.6 0.8
0.3 0.1 0.2
0.6 -0.1 0.1
-0.1 0.2 -0.3
0.2 -0.4 0.3
0.2 0.2 0.4
0.0 0.1 1.0
0.0 -0.3 -0.8
-0.7 -0.5 -0.5
-1.3 1.5 -1.1
-0.8 -0.1 -0.1
0.2 0.2 0.6
0.5 -0.2 0.1
0.3 -0.3 -0.1
0.2 -0.6 0.2
-0.3 -0.1 0.0
-0.2 -0.2 0.2
0.4 -0.1 -0.3
0.3 -0.2 0.3
-0.3 -0.2 -0.2
0.1 0.5 -0.2
-0.6 -0.2 -0.3
0.4 0.3 0.0
-0.2 0.0 0.0
-0.4 0.4 0.1
0.2 0.1 0.0

Record 4
# C30H32ClHfN6O5S

A structure of composition C30H32ClHfN6O5S at a distorted geometry (ωB97M-V with the def2-TZVPD basis set, the OMol25 dataset).

The value obtained for the energy above the lowest of the compared OMol25 structures with the same formula, charge and spin is 0.442 eV. As for the total charge: +1. The electronic energy comes out at -75471.262 eV. The HOMO energy is -10.784 eV. The LUMO energy comes out at -0.09552 Eh. Its frontier orbital gap is 8.19 eV.

CARTESIAN COORDINATES (ANGSTROEM)
H 1.7402 -1.6434 4.0601
C 0.8335 -3.7934 -3.1321
H 3.1830 -0.1709 2.7414
H 0.1188 0.3708 4.5819
H -0.0412 -0.0365 -6.0521
C 1.2683 2.8845 0.2901
O -4.2548 -0.1892 0.2111
H -2.4968 -4.2570 -2.6551
C 2.4443 1.2244 1.3687
C -0.3809 -4.4459 -2.9885
H -2.4120 -1.8070 -2.5853
C -0.3248 -1.7226 -3.0961
O -2.2810 1.2673 0.3105
H -0.0120 -1.4268 4.0877
Cl -2.3257 -0.2378 4.2555
H 4.5012 3.8260 0.6263
H -2.7187 2.0664 -5.0362
C 2.4112 3.6889 0.1366
Hf -0.6978 0.0997 1.0135
O -2.0424 -0.9842 -0.2969
H 0.2967 3.1995 -0.1341
C -1.7426 2.5525 -4.8533
C 0.8626 0.8272 3.9052
N -0.7280 2.0444 2.5552
H 2.4166 -0.8708 1.3353
C -1.3201 3.1825 2.1830
C 1.4368 -3.7124 2.5332
C 2.3185 -0.0914 2.0658
H 1.8073 0.9750 4.4743
O -3.1070 0.5937 -1.8694
H 1.9284 -3.9908 3.4463
C 0.2159 2.1163 3.4936
C 0.8734 -2.4222 -3.1716
H 1.8522 -1.9118 -3.2882
N 0.1018 -2.1575 1.2450
N -0.2355 -0.3079 -3.1530
H -2.0503 3.0617 1.3844
C 0.8546 -1.4783 3.4147
C -1.0406 4.4252 2.6877
H -0.4575 -5.5020 -2.9498
H -3.1273 -0.7532 2.0740
H -1.1420 2.5437 -5.7653
C -0.9333 -0.2713 -5.4638
O 0.2759 0.0934 -0.9589
H -0.6846 2.6984 -1.9465
H 4.5866 1.6724 1.7899
C -0.5861 1.8044 -2.5398
H -0.6024 -2.6892 -0.5636
N 1.0047 -0.1532 2.8060
C -1.5148 -2.3613 -2.8621
H 2.3552 4.6522 -0.4053
C -1.5590 -3.7313 -2.8421
H -1.8856 3.5894 -4.5004
H -1.8240 0.0752 -5.9653
H -1.0585 -1.3611 -5.3592
S -3.0594 0.1660 -0.4919
H 1.7603 -5.6220 1.5633
C -2.1458 -0.8469 2.4931
C -0.1051 4.4739 3.7253
C -0.1290 0.5418 -2.0871
C 3.6227 3.1727 0.6241
C 0.5413 -4.3044 0.4168
C 0.0008 -3.0324 0.2786
H 1.1618 3.2219 4.9852
H 1.7842 -4.3353 -3.1616
C -1.0665 1.6459 -3.8332
N -0.9132 0.3160 -4.1669
H -1.5949 5.2928 2.4215
N 1.2716 1.6881 0.8829
C 1.3014 -4.6283 1.4895
C 0.5304 3.3077 4.1346
C 0.7836 -2.5175 2.3709
H 0.1462 5.4016 4.1889
H 0.3377 -4.9860 -0.3712
C 3.6234 1.9514 1.2573
H -1.9520 -1.9611 2.6369

Cartesian forces, eV/Å:
-0.3 -0.2 -0.1
0.6 -0.7 0.2
-0.3 -0.3 0.2
0.4 0.2 -0.1
-0.1 -0.1 0.0
-0.1 0.6 -0.7
-0.2 0.5 -0.6
0.3 0.2 -0.1
-0.7 0.6 -0.3
-0.2 0.3 0.0
0.3 0.1 -0.5
1.4 0.0 0.6
0.4 -0.3 0.0
0.0 -0.4 -0.5
0.0 -0.1 -0.6
-0.2 -0.5 -0.2
0.3 0.6 -0.1
-0.2 -0.6 -0.3
0.0 0.7 0.3
0.0 0.5 0.1
0.7 -0.1 0.5
0.1 -0.6 0.9
-0.1 0.0 0.4
0.3 0.0 -0.4
-0.3 -0.7 -0.3
-1.0 -0.4 -1.1
-0.7 -0.3 -0.8
0.2 1.1 1.2
-0.4 0.0 -0.5
-0.4 -0.6 0.4
0.3 0.2 0.2
0.1 0.2 0.2
0.6 0.6 -0.4
-0.9 -0.2 0.1
1.1 0.7 1.0
-0.6 0.3 0.1
0.0 0.1 0.3
0.7 0.3 1.0
0.9 -0.5 1.5
0.3 -0.9 0.0
-0.6 0.0 0.0
-0.2 0.2 0.0
-0.2 -0.8 -0.6
0.1 0.4 -0.1
0.0 -0.1 -0.1
-1.5 -0.1 -0.8
-0.1 0.2 -0.5
0.3 -0.4 0.0
0.3 0.0 -0.7
-1.3 0.6 0.3
0.0 -0.7 0.6
0.0 -0.7 0.1
0.1 -0.7 -0.1
-0.1 0.2 -0.3
0.2 0.5 -0.1
0.1 -0.2 0.2
-0.2 0.4 0.0
0.7 -1.4 1.4
0.0 -0.4 -0.3
-0.1 -0.3 -0.4
-0.8 1.5 -0.1
-0.5 0.4 -1.2
-0.6 -0.3 -0.4
0.7 0.5 0.4
-0.5 0.0 -0.1
0.1 -1.0 -0.1
0.1 1.9 0.8
-0.2 0.4 -0.5
1.1 0.1 -0.1
0.6 -1.0 1.0
-0.9 -0.4 -0.6
-0.1 0.3 -0.2
0.0 0.5 0.3
0.1 -0.6 -0.5
1.4 -0.5 1.2
-0.4 1.4 -0.2